Entry 1:
ORCA calculation (ωB97M-V with the def2-TZVPD basis set) on a structure of composition C26H47BrCa3Cl2F4N2NaO14P at a distorted geometry.

Element x y z (Å)
C -2.493 1.279 2.427
C -3.246 -0.069 2.853
C -2.318 -1.365 2.670
N -0.905 -1.127 3.050
C 0.010 -2.139 2.557
C -0.385 -3.678 2.592
O -0.150 -4.339 1.308
O 0.121 -5.668 1.638
N 0.806 -1.709 1.346
C 2.232 -2.128 1.552
C 3.353 -1.261 0.882
C 3.092 -0.926 -0.655
C 4.428 -1.027 -1.552
C 4.236 -2.017 -2.781
C 5.464 -2.969 -3.039
O 5.600 -3.996 -2.014
C 5.920 -5.255 -2.650
C 2.370 -2.448 3.098
F 2.757 -3.796 3.152
C 3.322 -1.564 3.996
C 2.728 -1.190 5.453
C 2.396 -2.450 6.388
Br 3.698 -3.957 6.284
O 1.062 -2.081 3.570
H -3.281 2.061 2.235
H -1.797 1.601 3.248
H -1.972 1.046 1.455
H -4.190 -0.239 2.229
H -3.612 -0.021 3.927
H -2.454 -1.854 1.662
H -2.736 -2.117 3.424
H -0.781 -0.931 4.041
H -1.432 -3.896 2.947
H 0.309 -4.204 3.320
H -0.607 -6.009 2.200
H 0.386 -1.841 0.420
H 0.894 -0.654 1.467
H 2.335 -3.109 0.986
H 4.328 -1.855 0.908
H 3.563 -0.300 1.410
H 2.805 0.163 -0.691
H 2.277 -1.559 -1.122
H 5.341 -1.263 -0.922
H 4.633 -0.003 -1.997
H 3.331 -2.665 -2.622
H 4.084 -1.415 -3.733
H 6.456 -2.443 -3.130
H 5.305 -3.530 -4.012
H 6.329 -6.004 -1.902
H 4.946 -5.663 -3.067
H 6.704 -5.138 -3.453
H 4.324 -2.139 4.067
H 3.523 -0.588 3.466
H 3.544 -0.565 5.996
H 1.827 -0.507 5.397
H 1.356 -2.825 6.132
H 2.320 -2.045 7.445
O -5.125 0.247 0.404
C -6.257 0.552 0.629
O -6.697 1.008 1.843
C -8.110 1.174 1.805
C -8.452 1.319 0.329
C -7.404 0.454 -0.340
H -8.579 0.289 2.260
H -8.391 2.057 2.383
H -9.474 1.023 0.090
H -8.323 2.360 0.018
H -7.720 -0.589 -0.415
H -7.129 0.842 -1.320
C 3.259 3.446 -5.876
C 3.759 3.773 -4.478
O 2.671 3.853 -3.520
C 2.251 2.666 -3.116
O 2.700 1.637 -3.529
C 1.163 2.733 -2.034
F 0.114 3.637 -2.228
F 1.672 3.073 -0.848
F 0.574 1.549 -1.883
H 2.506 4.160 -6.193
H 4.083 3.463 -6.592
H 2.795 2.456 -5.906
H 4.244 4.748 -4.474
H 4.500 3.042 -4.149
Cl 1.979 1.156 1.189
C -0.226 7.444 -3.534
C 0.505 6.960 -4.772
O -0.122 7.105 -5.857
O 1.613 6.481 -4.556
H -1.205 7.862 -3.786
H -0.374 6.610 -2.842
H 0.362 8.220 -3.038
Ca -0.929 6.001 -1.203
Cl 4.574 -5.496 8.175
O -10.128 1.664 -4.525
P -9.186 0.906 -3.589
O -8.186 0.122 -4.438
O -9.979 -0.062 -2.708
O -8.445 1.910 -2.700
Ca -1.276 5.405 -4.581
Na 5.381 -1.814 5.304
Ca -11.142 0.943 0.748

Output
- net charge = +2
- max |F| (eV/Å) = 3.3
- LUMO level (eV) = -8.34
- total energy (eV) = -234317.152
- HOMO-LUMO gap (Ha) = 0.02954

Entry 2:
ORCA calculation (ωB97M-V with the def2-TZVPD basis set) on a cluster of 5 separate species, C26H47NO10PS4 in total at a distorted geometry.

Element x y z (Å)
C 1.198 -6.402 2.511
C 0.293 -5.411 1.515
P -0.245 -3.922 2.584
C -0.139 -2.257 1.577
C -1.576 -1.416 1.722
C -2.085 -4.015 3.109
C -3.206 -4.566 2.029
C -4.785 -4.557 2.577
C -5.957 -5.076 1.555
O -7.237 -4.793 1.920
O -5.605 -5.760 0.297
C -5.117 -3.993 4.107
C -3.842 -3.512 5.029
N -2.416 -3.526 4.524
H 2.290 -5.935 2.541
H 1.181 -7.525 2.175
H 0.733 -6.232 3.597
H -0.599 -6.090 1.130
H 0.977 -5.133 0.595
H 0.037 -2.461 0.438
H 0.669 -1.581 2.090
H -1.895 -1.244 2.836
H -1.462 -0.328 1.245
H -2.458 -1.935 1.152
H -2.921 -4.927 0.935
H -6.280 -6.470 0.074
H -6.232 -3.949 4.490
H -4.015 -3.087 6.124
H -1.614 -3.181 5.132
C 4.639 0.447 4.393
C 3.948 -0.244 5.568
C 2.578 -0.715 5.082
S 2.741 -0.998 3.325
O 1.911 -0.040 2.625
O 2.672 -2.422 3.064
C 4.439 -0.473 3.198
H 5.700 0.623 4.593
H 4.164 1.417 4.204
H 4.544 -1.109 5.884
H 3.853 0.423 6.431
H 2.274 -1.642 5.573
H 1.814 0.054 5.231
H 4.606 0.024 2.241
H 5.071 -1.363 3.276
C 4.164 -1.762 -2.110
C 2.850 -1.001 -2.272
C 2.909 0.217 -1.351
S 4.638 0.636 -1.187
O 5.036 0.419 0.188
O 4.894 1.882 -1.881
C 5.261 -0.710 -2.174
H 4.291 -2.523 -2.886
H 4.183 -2.266 -1.136
H 2.745 -0.671 -3.313
H 1.986 -1.631 -2.039
H 2.367 1.067 -1.773
H 2.520 -0.015 -0.355
H 6.214 -1.058 -1.772
H 5.395 -0.342 -3.196
C -0.067 5.276 -1.975
C -0.541 5.042 -0.541
C -1.090 3.619 -0.465
S -0.219 2.680 -1.711
O -1.167 2.271 -2.726
O 0.676 1.743 -1.063
C 0.739 4.041 -2.349
H 0.531 6.188 -2.061
H -0.934 5.374 -2.639
H 0.308 5.147 0.145
H -1.297 5.774 -0.240
H -0.914 3.171 0.516
H -2.157 3.589 -0.702
H 0.877 3.928 -3.426
H 1.708 4.035 -1.841
C -3.870 3.652 -6.011
C -2.909 4.397 -6.936
C -2.818 5.838 -6.438
S -3.145 5.781 -4.682
O -4.385 6.482 -4.421
O -1.923 6.074 -3.960
C -3.457 4.029 -4.596
H -3.827 2.570 -6.167
H -4.898 3.981 -6.203
H -1.919 3.927 -6.889
H -3.240 4.360 -7.979
H -1.825 6.261 -6.609
H -3.578 6.472 -6.904
H -4.230 3.823 -3.854
H -2.522 3.536 -4.314

Output
- net charge = +1
- energy relative to the best compared isomer or geometry (same formula, charge and spin) (kcal per mole) = 246.9
- max |F| (eV/Å) = 9.2
- LUMO level (eV) = -5.30
- total energy (eV) = -102301.110
- HOMO-LUMO gap (Ha) = 0.22226

Entry 3:
ORCA calculation (ωB97M-V with the def2-TZVPD basis set) on a cluster of 2 separate species, C26H47OSi4 in total at a distorted geometry.

Element x y z (Å)
C 2.719 -4.441 -3.617
Si 2.226 -2.687 -4.076
C 3.451 -2.013 -5.332
C 0.575 -2.816 -4.968
C 2.244 -1.601 -2.521
Si 0.635 -0.781 -2.050
H 0.952 0.049 -0.806
C 0.046 0.296 -3.475
Si -0.240 2.093 -2.967
C -0.672 3.013 -4.543
C -1.656 2.188 -1.735
C 1.320 2.839 -2.232
C -0.688 -2.064 -1.689
Si -1.477 -2.093 0.035
C -3.316 -1.785 -0.187
C -1.137 -3.783 0.773
C -0.842 -0.787 1.219
H 2.018 -4.886 -2.896
H 2.722 -5.075 -4.516
H 3.729 -4.473 -3.183
H 3.199 -0.987 -5.638
H 4.476 -2.015 -4.935
H 3.442 -2.642 -6.235
H 0.213 -1.852 -5.343
H 0.729 -3.474 -5.839
H -0.209 -3.270 -4.350
H 2.601 -2.227 -1.681
H 3.023 -0.829 -2.667
H 0.761 0.292 -4.317
H -0.908 -0.090 -3.880
H -0.845 4.080 -4.346
H 0.141 2.932 -5.279
H -1.584 2.601 -4.999
H -1.926 3.235 -1.534
H -2.556 1.688 -2.124
H -1.408 1.731 -0.768
H 1.139 3.881 -1.929
H 1.680 2.294 -1.351
H 2.129 2.849 -2.978
H -1.523 -1.939 -2.401
H -0.294 -3.081 -1.862
H -3.824 -1.731 0.786
H -3.498 -0.836 -0.712
H -3.781 -2.594 -0.768
H -1.564 -3.867 1.782
H -1.575 -4.579 0.153
H -0.055 -3.967 0.851
H -1.357 -0.861 2.190
H 0.232 -0.892 1.424
H -1.016 0.232 0.851
C 0.656 -1.168 8.255
O 1.468 -1.142 7.057
C 1.184 -0.286 6.046
C 1.924 -0.486 4.851
C 1.606 0.216 3.721
C 0.577 1.205 3.715
C 0.265 1.851 2.495
C -0.809 2.764 2.283
C -0.698 3.794 1.302
C -1.728 4.704 1.112
C -2.883 4.638 1.907
C -3.023 3.616 2.857
C -2.038 2.648 2.991
C -0.045 1.494 4.966
C 0.198 0.738 6.098
H 1.119 -1.952 8.852
H 0.704 -0.202 8.782
H -0.392 -1.428 8.027
H 2.707 -1.243 4.859
H 2.150 0.024 2.798
H 0.918 1.640 1.645
H 0.222 3.862 0.719
H -1.645 5.473 0.337
H -3.671 5.379 1.791
H -3.904 3.559 3.493
H -2.185 1.799 3.655
H -0.744 2.320 5.041
H -0.383 0.904 7.009

Output
- net charge = +1
- energy relative to the best compared isomer or geometry (same formula, charge and spin) (kcal per mole) = 0.0
- max |F| (eV/Å) = 1.6
- LUMO level (eV) = -5.34
- total energy (eV) = -61279.485
- HOMO-LUMO gap (Ha) = 0.22852

Entry 4:
ORCA calculation (ωB97M-V with the def2-TZVPD basis set) on a structure of composition C26H48BMnN8OS3.

Element x y z (Å)
Mn -1.147 0.106 -0.520
C 0.912 4.758 1.522
C 0.281 3.880 2.603
C 0.511 4.537 3.962
C -1.223 3.691 2.401
N 0.959 2.513 2.595
C 1.662 2.006 3.657
C 2.152 0.794 3.286
N 1.739 0.543 2.006
B 2.321 -0.705 1.252
N 1.472 -1.990 1.434
C 2.116 -3.199 1.623
C 1.182 -4.113 1.944
N -0.047 -3.474 1.949
C 0.162 -2.177 1.637
S -1.062 -0.942 1.508
C -1.357 -4.175 2.293
C -1.976 -3.502 3.515
C -2.276 -4.144 1.071
C -1.062 -5.633 2.636
N 2.656 -0.428 -0.245
C 3.934 -0.029 -0.582
C 4.037 -0.060 -1.925
N 2.820 -0.484 -2.428
C 1.993 -0.692 -1.383
S 0.341 -1.256 -1.509
C 2.543 -0.699 -3.909
C 1.425 0.251 -4.339
C 2.191 -2.167 -4.145
C 3.805 -0.365 -4.700
C 1.013 1.597 1.595
S 0.278 1.746 0.037
H 0.496 5.762 1.606
H 0.716 4.396 0.513
H 1.991 4.829 1.667
H 0.010 5.503 3.952
H 1.569 4.721 4.152
H 0.082 3.958 4.782
H -1.704 4.670 2.402
H -1.653 3.099 3.213
H -1.444 3.204 1.448
H 1.776 2.523 4.592
H 2.784 0.111 3.832
H 3.369 -0.928 1.782
H 3.185 -3.308 1.528
H 1.303 -5.155 2.176
H -2.202 -2.448 3.347
H -1.308 -3.584 4.375
H -2.909 -4.008 3.766
H -2.548 -3.125 0.799
H -3.190 -4.692 1.300
H -1.793 -4.631 0.221
H -0.421 -5.726 3.516
H -0.619 -6.176 1.799
H -2.009 -6.116 2.872
H 4.677 0.219 0.159
H 4.879 0.175 -2.550
H 0.499 0.073 -3.792
H 1.226 0.104 -5.401
H 1.739 1.287 -4.190
H 1.289 -2.478 -3.618
H 3.016 -2.813 -3.840
H 2.019 -2.320 -5.211
H 4.104 0.679 -4.584
H 3.586 -0.525 -5.755
H 4.640 -1.018 -4.439
N -2.965 0.827 0.353
C -4.111 0.401 -0.494
C -3.911 -1.059 -0.796
N -2.560 -1.203 -1.400
H -3.072 0.413 1.278
H -2.992 1.829 0.505
H -4.093 0.982 -1.415
H -5.063 0.575 0.002
H -4.688 -1.434 -1.458
H -3.936 -1.642 0.123
H -2.596 -0.922 -2.376
H -2.287 -2.181 -1.403
C -2.120 3.679 -1.745
C -1.647 2.529 -2.572
C -1.363 2.787 -4.008
O -1.493 1.394 -2.104
H -1.234 4.215 -1.383
H -2.715 3.370 -0.891
H -2.689 4.383 -2.352
H -2.321 2.843 -4.540
H -0.760 2.001 -4.453
H -0.892 3.763 -4.129

Output
- 2S+1 = 2
- net charge = +3
- energy relative to the best compared isomer or geometry (same formula, charge and spin) (kcal per mole) = 0.0
- max |F| (eV/Å) = 0.9
- expectation value of S² = 0.962
- LUMO level (spin up / spin down) (eV) = -11.05 / -11.25
- total energy (eV) = -106192.224
- HOMO-LUMO gap (spin up / spin down) (Ha) = 0.20393 / 0.19392

Entry 5:
ORCA calculation (ωB97M-V with the def2-TZVPD basis set) on a cluster of 2 separate species, C26H48N2O6 in total at a distorted geometry.

Element x y z (Å)
C 0.038 -1.571 3.271
C 0.410 -0.605 2.450
C 1.088 0.657 1.730
C -0.153 1.527 1.091
C -0.570 0.713 -0.277
C -2.162 0.849 -0.615
C -3.121 0.206 0.522
C -4.374 -0.597 -0.171
C -5.595 0.437 -0.543
C -7.017 -0.131 0.055
C -8.274 0.362 -0.870
C -9.066 -0.916 -1.539
C -10.686 -0.725 -1.327
C -11.070 -0.985 0.237
O 1.955 0.339 0.616
C 2.897 -0.729 0.924
C 2.362 -2.055 0.153
C 3.404 -3.285 0.121
O 2.846 -4.334 1.006
C 3.306 -3.930 -1.392
N 4.373 -3.384 -2.287
C 4.327 -0.246 0.275
N 4.409 -0.483 -1.200
C 4.535 0.641 -1.905
C 3.452 1.828 -2.016
C 5.939 0.854 -2.717
O 5.477 -0.731 1.030
C 6.726 -0.259 0.466
H -0.410 -2.485 3.822
H 1.590 1.386 2.492
H -1.053 1.603 1.799
H 0.247 2.556 0.730
H 0.022 1.142 -1.174
H -0.375 -0.427 -0.181
H -2.428 1.927 -0.912
H -2.323 0.198 -1.572
H -2.596 -0.579 1.192
H -3.594 1.078 1.100
H -4.081 -1.093 -1.174
H -4.811 -1.418 0.513
H -5.452 1.477 -0.034
H -5.656 0.585 -1.699
H -7.158 0.257 1.144
H -7.012 -1.285 0.020
H -7.793 0.922 -1.769
H -8.998 1.023 -0.264
H -8.859 -0.921 -2.676
H -8.804 -1.911 -1.020
H -11.227 -1.444 -2.042
H -10.911 0.367 -1.628
H -10.865 -2.105 0.457
H -10.410 -0.306 0.913
H -12.196 -0.771 0.405
H 3.110 -0.886 2.043
H 2.023 -1.690 -0.898
H 1.398 -2.449 0.666
H 4.480 -3.025 0.426
H 3.591 -4.921 1.285
H 2.289 -3.602 -1.864
H 3.271 -5.077 -1.315
H 5.241 -3.928 -2.163
H 4.069 -3.395 -3.284
H 4.326 0.923 0.420
H 3.488 2.365 -3.032
H 2.380 1.510 -1.698
H 3.769 2.630 -1.224
H 6.706 1.335 -1.999
H 6.279 -0.207 -3.024
H 5.760 1.541 -3.638
H 6.736 0.892 0.261
H 7.652 -0.466 1.121
H 6.952 -0.745 -0.570
C 4.983 4.021 2.903
C 5.025 2.980 1.827
O 6.283 3.204 1.211
C 7.074 3.825 2.131
O 8.253 4.009 1.997
O 6.354 4.208 3.222
H 4.422 3.692 3.780
H 4.569 4.970 2.551
H 5.003 1.961 2.228
H 4.214 3.094 1.106

Output
- net charge = 0
- energy relative to the best compared isomer or geometry (same formula, charge and spin) (kcal per mole) = 100.7
- max |F| (eV/Å) = 6.5
- LUMO level (eV) = 0.33
- total energy (eV) = -42993.944
- HOMO-LUMO gap (Ha) = 0.31316